[1]
Below is a single C17H20N4O4S2 molecule at a distorted geometry, with properties calculated with wB97M-V/def2-TZVPD.

```
47
Properties=species:S:1:pos:R:3:lowdin_charge:R:1
C -2.10 -2.63 -1.74 0.0136
C -2.90 -2.16 -0.80 -0.1642
C -3.55 -0.81 -0.84 -0.2041
N -3.23 -0.08 0.37 -0.2576
C -4.27 0.19 1.34 -0.2102
C -5.37 1.10 0.85 -0.1504
C -5.26 1.92 -0.17 0.0285
S -1.96 0.98 0.22 0.6657
O -2.00 1.70 -1.02 -0.2895
O -1.86 1.73 1.44 -0.2704
C -0.60 -0.18 0.15 -0.2669
C -0.40 -1.02 1.23 -0.0402
C 0.64 -1.93 1.20 0.0100
C 1.48 -1.98 0.09 -0.1522
C 2.63 -2.93 0.08 -0.4133
O 2.54 -4.13 0.00 0.1192
N 3.87 -2.33 0.17 0.2054
C 4.17 -1.01 0.38 -0.3681
N 5.35 -0.49 0.32 0.0995
N 5.21 0.83 0.59 0.0807
C 3.95 1.04 0.80 -0.4184
C 3.27 2.33 0.99 -0.3755
S 2.99 3.05 -0.68 0.8109
C 4.70 3.52 -1.07 -0.3953
O 3.22 -0.10 0.69 0.1267
C 1.26 -1.14 -1.00 -0.0076
C 0.22 -0.23 -0.96 -0.0410
H -1.65 -3.61 -1.68 0.0608
H -1.86 -2.06 -2.62 0.0660
H -3.12 -2.75 0.07 0.1071
H -3.19 -0.24 -1.70 0.1173
H -4.63 -0.91 -0.92 0.1327
H -4.69 -0.77 1.67 0.1278
H -3.77 0.66 2.19 0.1160
H -6.27 1.05 1.44 0.0975
H -6.08 2.57 -0.46 0.0594
H -4.36 2.00 -0.75 0.0439
H -1.06 -0.95 2.08 0.1225
H 0.81 -2.60 2.03 0.1282
H 4.69 -2.93 0.10 0.1732
H 3.88 3.03 1.56 0.0924
H 2.29 2.20 1.43 0.0857
H 5.35 2.67 -0.86 0.0163
H 4.73 3.77 -2.12 0.0298
H 4.99 4.38 -0.46 0.0348
H 1.91 -1.19 -1.86 0.1335
H 0.03 0.44 -1.78 0.1198
```

For the calculated total energy, the calculation gives -1976.09150 Eh. Its LUMO energy is 0.167 eV. Its strongest force on any atom is 0.03268 hartree/bohr. For the HOMO-LUMO gap, the calculation gives 0.332 Eh. The calculation puts the relative energy (zero: lowest compared OMol25 entry of this formula, charge and spin) at 84.7 kcal per mole.

[2]
Below is a molecular structure, C10H14MnO5 at a distorted geometry, with properties calculated with wB97M-V/def2-TZVPD.

```
30
Properties=species:S:1:pos:R:3:lowdin_charge:R:1
Mn -0.03 0.19 -1.83 0.3984
C 0.00 0.39 0.00 -0.3528
O 0.02 0.39 1.18 0.1693
C -0.01 2.08 -1.48 0.0496
O 0.00 3.15 -0.93 0.2242
C -1.73 -0.04 -0.99 -0.0848
O -2.73 -0.22 -0.44 0.2158
C 1.69 -0.05 -1.03 -0.0866
O 2.73 -0.24 -0.52 0.1970
C 0.00 -1.23 -3.49 -0.0244
H 0.97 -1.80 -3.41 0.1146
H -0.97 -1.81 -3.38 0.1144
C -0.01 0.16 -3.80 -0.1439
H -0.98 0.68 -3.95 0.1226
H 0.96 0.68 -3.97 0.1225
C -1.88 -2.54 2.24 -0.0020
C -1.20 -2.78 0.88 -0.1303
O 0.01 -1.99 1.01 -0.0247
C 1.22 -2.77 0.90 -0.1330
C 1.93 -2.51 2.25 -0.0018
H -2.74 -3.22 2.26 0.1120
H -2.26 -1.52 2.43 0.1127
H -1.30 -2.87 3.13 0.1060
H -0.87 -3.86 0.85 0.1477
H -1.83 -2.47 0.02 0.1477
H 0.90 -3.86 0.89 0.1486
H 1.83 -2.47 0.02 0.1500
H 1.35 -2.79 3.16 0.1059
H 2.77 -3.21 2.27 0.1134
H 2.34 -1.48 2.39 0.1118
```

As for the multiplicity: 6. Its total charge is +2. For the calculated total energy, the calculation gives -1915.65936 Eh. Its LUMO energy (alpha / beta) is -8.199 / -11.903 eV. Its strongest force on any atom is 0.20238 hartree/bohr. For the HOMO-LUMO gap (alpha / beta), the calculation gives 0.237 / 0.214 Eh. The calculation puts the relative energy (zero: lowest compared OMol25 entry of this formula, charge and spin) at 43.3 kcal per mole.

[3]
Below is a single C7H10 molecule at a distorted geometry, with properties calculated with wB97M-V/def2-TZVPD.

```
17
Properties=species:S:1:pos:R:3:lowdin_charge:R:1
C -1.98 1.67 1.36 0.0219
C -0.67 1.67 1.10 -0.1750
C 0.01 1.02 -0.01 -0.3311
C 0.36 1.65 -1.13 0.0547
C 0.54 -0.37 0.27 -0.0712
C 0.82 -1.27 -0.71 -0.1512
C 0.77 -2.75 -0.47 -0.1052
H -2.53 2.38 1.95 0.0521
H -2.63 0.91 0.93 0.0629
H 0.05 2.26 1.67 0.1140
H 0.13 2.71 -1.26 0.0661
H 0.99 1.18 -1.86 0.0517
H 0.64 -0.75 1.28 0.1069
H 1.04 -0.86 -1.68 0.0878
H 0.55 -3.18 -1.46 0.0723
H 1.77 -3.16 -0.31 0.0719
H 0.13 -3.08 0.34 0.0715
```

For the calculated total energy, the calculation gives -272.62050 Eh. Its LUMO energy is 0.930 eV. Its strongest force on any atom is 0.04783 hartree/bohr. For the HOMO-LUMO gap, the calculation gives 0.338 Eh. The calculation puts the relative energy (zero: lowest compared OMol25 entry of this formula, charge and spin) at 61.2 kcal per mole.

[4]
Below is a molecular structure, C2H3LaO at a distorted geometry, with properties calculated with wB97M-V/def2-TZVPD.

```
7
Properties=species:S:1:pos:R:3:lowdin_charge:R:1
O -1.23 0.95 0.21 0.0633
C -1.37 -0.21 0.24 -0.2119
C -0.80 -1.40 0.28 0.0432
H -0.56 -1.87 -0.67 0.0988
H 2.53 2.76 -1.61 -0.1521
H -0.63 -1.82 1.28 0.0988
La 2.06 1.59 0.27 2.0599
```

Its total charge is +2. For the calculated total energy, the calculation gives -183.97946 Eh. Its LUMO energy is -11.162 eV. Its strongest force on any atom is 0.06231 hartree/bohr. For the HOMO-LUMO gap, the calculation gives 0.225 Eh. The calculation puts the relative energy (zero: lowest compared OMol25 entry of this formula, charge and spin) at 19.2 kcal per mole.

[5]
Below is a molecular structure, C18H18BrF3NO4S2 at a distorted geometry, with properties calculated with wB97M-V/def2-TZVPD.

```
47
Properties=species:S:1:pos:R:3:lowdin_charge:R:1
C -4.40 -0.07 -2.17 -0.0726
C -3.23 0.80 -1.87 -0.1839
O -2.17 -0.15 -1.51 -0.1384
C -1.03 0.43 -1.08 -0.5667
C -0.13 -0.56 -0.35 -0.3619
C 0.85 -0.77 -1.47 -0.2135
C 1.62 0.29 -1.93 0.0203
C 2.60 0.08 -2.93 -0.0808
C 2.86 -1.19 -3.44 -0.7041
Br 4.15 -1.44 -4.80 0.7088
C 2.05 -2.23 -2.97 -0.1229
C 1.05 -2.03 -2.01 -0.0211
O -0.68 1.54 -1.39 0.1387
H -5.19 0.58 -2.52 0.0795
H -4.12 -0.76 -2.96 0.0779
H -4.71 -0.62 -1.27 0.0874
H -2.78 1.23 -2.78 0.1325
H -3.42 1.53 -1.06 0.1400
H -0.57 -1.78 -0.05 0.0149
H 1.47 1.30 -1.56 0.1316
H 3.18 0.89 -3.39 0.1043
H 2.20 -3.20 -3.44 0.0924
H 0.40 -2.85 -1.67 0.1287
C -0.36 0.47 4.03 -0.2760
N -1.35 0.91 3.14 -0.3004
S -1.60 -1.22 0.49 1.3393
C -1.60 -2.12 2.05 -0.6702
F -2.31 -3.21 1.46 -0.0348
F -0.49 -2.62 2.65 0.1232
F -2.41 -1.56 3.00 0.0950
S -0.87 1.99 2.12 0.5086
C 0.62 1.50 1.20 -0.2573
C 1.69 2.36 1.33 -0.1181
C 3.00 1.88 1.27 -0.1538
C 3.23 0.50 1.08 -0.1423
C 2.19 -0.37 0.87 -0.1241
C 0.78 0.04 0.95 -0.2774
O -1.81 2.13 1.02 -0.3786
O -0.39 3.26 2.58 -0.3656
H -0.87 -0.42 4.35 0.0330
H 0.64 0.11 3.62 0.0891
H -0.26 1.20 4.88 0.0793
H 1.51 3.42 1.53 0.1009
H 3.84 2.57 1.37 0.0695
H 4.25 0.08 1.09 0.0945
H 2.32 -1.45 0.72 0.0974
H 0.26 -0.48 1.85 0.0779
```

Its total charge is -1. For the calculated total energy, the calculation gives -4722.06610 Eh. Its LUMO energy is 1.900 eV. Its strongest force on any atom is 0.12619 hartree/bohr. For the HOMO-LUMO gap, the calculation gives 0.165 Eh. The calculation puts the relative energy (zero: lowest compared OMol25 entry of this formula, charge and spin) at 167.4 kcal per mole.